Entry 1:
{
  "formula": "C5H13NO2",
  "method": "ωB97M-V/def2-TZVPD",
  "symbols": ["C", "C", "C", "C", "N", "C", "O", "H", "H", "H", "H", "H", "H", "H", "H", "H", "H", "H", "H", "H", "O"],
  "coordinates": [[-1.104840, -2.544833, 0.546110], [0.162849, -1.686384, 0.743666], [0.679193, -1.073572, -0.569649], [0.737940, 0.421102, -0.522606], [-0.182107, 1.159198, -1.205418], [-1.388697, 0.660929, -1.843098], [1.610556, 0.982873, 0.125101], [-1.135672, -2.983223, -0.453039], [-2.034088, -2.031823, 0.754892], [-1.144330, -3.367880, 1.271280], [-0.034801, -0.876031, 1.434655], [0.892453, -2.341594, 1.203795], [0.140523, -1.455863, -1.430596], [1.721639, -1.340961, -0.769608], [0.088131, 2.132034, -1.165293], [-1.552903, -0.347035, -1.484650], [-1.287190, 0.600685, -2.924363], [-2.236131, 1.271939, -1.576649], [0.691512, 1.834617, 1.733491], [-0.809126, 1.755965, 2.100275], [0.067144, 1.860091, 2.475432]],
  "atomic_forces_ev_per_a": [[0.106, -0.355, 0.494], [-0.662, -0.396, -0.249], [0.642, -0.373, -0.252], [-0.305, 0.276, -0.169], [0.505, -0.284, 0.361], [0.650, -0.056, 0.004], [0.108, 0.147, 0.054], [-0.088, -0.004, 0.057], [-0.217, 0.509, -0.346], [0.274, 0.034, -0.203], [0.036, 0.037, 0.355], [0.412, 0.177, -0.035], [-0.245, 0.038, -0.054], [-0.065, -0.126, 0.267], [-0.566, 0.130, -0.236], [-0.257, -0.063, 0.094], [-0.052, 0.163, -0.156], [-0.292, 0.188, 0.027], [-0.100, -0.142, -0.017], [-0.012, 0.027, -0.147], [0.127, 0.073, 0.152]],
  "gap_ev": 10.60,
  "energy_ha": -403.55085,
  "de_lowest_kj_mol": 67.6,
  "e_homo_ev": -9.938,
  "smiles": "CCCC(=O)NC.O",
  "spin_multiplicity": 1,
  "lumo_energy_ev": 0.7
}

Entry 2:
{
  "formula": "C5H13NO2",
  "method": "ωB97M-V/def2-TZVPD",
  "symbols": ["C", "C", "C", "C", "C", "N", "O", "H", "H", "H", "H", "H", "H", "H", "H", "H", "H", "H", "H", "H", "O"],
  "coordinates": [[-0.430935, 0.157092, 0.159170], [0.321310, 1.453894, -0.019944], [1.694484, 1.226838, -0.714699], [-0.516905, 2.515421, -0.749959], [0.131632, -0.928973, 1.012006], [0.803686, -0.573344, 2.171390], [-0.123089, -2.104605, 0.839466], [-1.496412, 0.259553, 0.330183], [-0.542127, -0.396841, -0.723070], [0.492052, 1.850991, 1.002357], [1.548015, 0.563296, -1.596127], [2.110278, 2.173918, -0.995495], [2.380906, 0.596833, -0.110153], [-1.595979, 2.538274, -0.411668], [-0.439371, 2.425548, -1.803254], [-0.231321, 3.522814, -0.422251], [1.041836, -1.306924, 2.800613], [0.871119, 0.399362, 2.388543], [-0.832049, -2.205868, -1.740025], [-1.645780, -1.812067, -2.900485], [-1.692940, -1.813796, -1.937141]],
  "atomic_forces_ev_per_a": [[0.064, -0.263, -0.291], [0.319, 0.269, 0.634], [-0.884, -1.613, 0.264], [-1.045, 0.555, 1.974], [-0.185, -0.177, 2.773], [-0.475, 0.467, -1.738], [0.166, -0.258, -0.853], [-0.195, 0.372, 0.950], [0.229, -0.229, -1.981], [0.140, 0.025, -0.419], [-0.099, 0.791, 0.121], [0.555, 0.311, -0.174], [-0.253, 0.812, 0.038], [0.960, -0.622, -0.586], [-0.122, -0.040, -1.047], [0.529, -0.132, -0.438], [0.158, -0.138, 0.394], [0.257, 0.066, 0.450], [-0.144, -0.132, 0.658], [-0.444, 0.161, -0.076], [0.471, -0.226, -0.654]],
  "gap_ev": 10.51,
  "energy_ha": -403.54973,
  "de_lowest_kj_mol": 70.6,
  "e_homo_ev": -9.702,
  "smiles": "CC(C)CC(N)=O.O",
  "spin_multiplicity": 1,
  "lumo_energy_ev": 0.8
}

Entry 3:
{
  "formula": "C5H13NO2",
  "method": "ωB97M-V/def2-TZVPD",
  "symbols": ["N", "C", "C", "C", "C", "C", "H", "H", "H", "H", "H", "H", "H", "H", "H", "H", "H", "O", "H", "H", "O"],
  "coordinates": [[-0.254292, -3.065396, 0.298745], [0.632917, -2.198294, 1.062461], [2.386491, 2.254253, 0.756282], [1.697567, 1.379602, 0.041281], [1.710727, -0.101746, 0.213955], [0.655063, -0.756205, 0.672276], [-1.167061, -3.097114, 0.731796], [-0.362458, -2.808742, -0.680197], [1.633238, -2.642148, 1.119257], [0.318318, -2.223153, 2.104015], [2.323633, 3.283614, 0.449067], [2.922162, 2.021106, 1.669382], [1.105087, 1.773303, -0.777733], [2.680010, -0.550894, 0.033291], [-0.264211, -0.229451, 0.930363], [-0.731385, 4.913307, 0.612631], [-1.797152, 3.894243, 0.532943], [-0.908070, 4.060295, 0.197217], [-4.191735, -1.266377, -2.974646], [-4.277225, -2.416294, -3.960864], [-4.111623, -2.223910, -3.031524]],
  "atomic_forces_ev_per_a": [[-0.317, -0.152, -0.007], [0.361, -0.275, 0.197], [-0.298, 0.061, 0.086], [0.103, -0.362, -0.364], [-0.119, 1.067, 0.395], [0.108, -0.390, 0.294], [-0.060, -0.012, -0.248], [0.141, 0.084, 0.368], [0.099, 0.244, -0.449], [-0.272, -0.120, 0.156], [0.053, 0.325, 0.218], [0.213, -0.155, -0.214], [-0.015, -0.033, -0.106], [-0.113, -0.457, 0.030], [0.108, 0.170, -0.346], [0.358, -0.022, -0.176], [0.007, -0.344, -0.194], [-0.369, 0.370, 0.352], [0.019, -0.021, 0.064], [0.023, -0.063, 0.073], [-0.032, 0.085, -0.129]],
  "gap_ev": 9.45,
  "energy_ha": -403.47582,
  "de_lowest_kj_mol": 264.6,
  "e_homo_ev": -8.736,
  "smiles": "C=C/C=C/CN.O.O",
  "spin_multiplicity": 1,
  "lumo_energy_ev": 0.7
}

Entry 4:
{
  "formula": "C5H13NO2",
  "method": "ωB97M-V/def2-TZVPD",
  "symbols": ["C", "C", "N", "H", "H", "H", "H", "H", "H", "H", "H", "C", "C", "C", "O", "O", "H", "H", "H", "H", "H"],
  "coordinates": [[-1.234596, 0.617375, -1.184832], [-1.454683, 0.191159, -2.602684], [-1.714930, 2.077385, -0.959435], [-1.589059, -0.102722, -0.451890], [-0.099138, 0.500012, -1.073504], [-2.119639, 0.888050, -3.165939], [-1.651956, -0.873795, -2.639476], [-2.217983, 2.157733, 0.037246], [-0.958797, 2.913450, -0.916956], [2.326681, -2.117340, -0.311761], [-0.477344, 0.555508, -3.279343], [0.541200, -0.308075, 1.905504], [-0.735427, -1.410815, 1.635715], [1.389694, -0.279282, 0.699419], [1.784338, 0.748251, 0.238125], [1.913068, -1.533423, 0.517741], [0.106961, 0.645029, 2.128044], [1.014137, -0.651131, 2.849410], [-0.795167, -2.212677, 2.395816], [-0.461696, -1.922586, 0.666793], [-1.688870, -0.902014, 1.711942]],
  "atomic_forces_ev_per_a": [[2.555, 1.930, 0.447], [2.036, 2.427, -2.788], [0.444, 0.956, 3.011], [-0.807, 0.444, 0.010], [-1.590, 0.673, 0.262], [-0.608, -1.143, 0.830], [-0.073, -0.004, -0.698], [1.569, -0.341, -2.930], [-1.812, -3.198, -0.183], [-1.646, 3.559, 2.719], [-1.960, -1.686, 1.788], [-3.394, -2.876, 1.033], [2.367, 0.304, 0.209], [2.291, 0.148, 1.104], [0.017, -0.185, -1.191], [0.932, -3.055, -2.460], [-0.051, 0.618, -0.266], [0.316, 0.115, -0.988], [0.474, 0.490, -0.218], [-0.988, 0.698, 0.957], [-0.071, 0.124, -0.648]],
  "gap_ev": 9.49,
  "energy_ha": -403.43878,
  "de_lowest_kj_mol": 361.9,
  "e_homo_ev": -9.116,
  "smiles": "CCC(=O)O.CCN",
  "spin_multiplicity": 1,
  "lumo_energy_ev": 0.4
}

Entry 5:
{
  "formula": "C5H13NO2",
  "method": "ωB97M-V/def2-TZVPD",
  "symbols": ["C", "C", "C", "C", "O", "N", "C", "O", "H", "H", "H", "H", "H", "H", "H", "H", "H", "H", "H", "H", "H"],
  "coordinates": [[-0.503591, 0.177382, -1.908829], [-0.296903, 0.103964, -0.397355], [-0.710536, -1.272788, 0.116289], [-0.780807, -1.350102, 1.629185], [-1.382556, -2.602152, 1.970311], [1.102520, 0.328753, 0.025871], [1.495608, 1.695779, 0.171021], [1.634710, 2.359945, -1.097056], [-1.573226, 0.108903, -2.122739], [-0.174530, 1.130879, -2.311150], [-0.002334, -0.660290, -2.405574], [-0.888700, 0.896599, 0.084411], [0.072684, -1.961323, -0.202127], [-1.641548, -1.648721, -0.312028], [0.216596, -1.304011, 2.045565], [-1.368926, -0.524459, 2.038891], [-1.562399, -2.603114, 2.916848], [1.704526, -0.085380, -0.681981], [2.466240, 1.708416, 0.671497], [0.768771, 2.207137, 0.789986], [1.424400, 3.294584, -1.021038]],
  "atomic_forces_ev_per_a": [[-0.434, 0.130, 0.125], [0.086, -0.029, -0.006], [0.271, -0.008, 0.291], [-0.305, -0.308, -0.108], [-0.110, 0.061, 0.125], [-0.218, 0.299, -0.471], [0.363, -0.177, -0.133], [-0.125, -0.081, -0.051], [0.010, -0.184, -0.047], [0.280, -0.067, -0.055], [0.030, 0.183, -0.019], [-0.012, -0.198, -0.039], [0.012, -0.210, -0.139], [-0.101, 0.288, -0.004], [0.315, 0.181, 0.132], [-0.083, 0.106, -0.040], [0.069, -0.053, -0.131], [0.122, -0.164, 0.228], [0.030, 0.079, 0.025], [-0.217, 0.154, 0.185], [0.016, -0.004, 0.130]],
  "gap_ev": 10.22,
  "energy_ha": -403.52340,
  "de_lowest_kj_mol": 139.7,
  "e_homo_ev": -9.317,
  "smiles": "C[C@@H](CCO)NCO",
  "spin_multiplicity": 1,
  "lumo_energy_ev": 0.9
}